No. 1
{
  "formula": "H5N3S",
  "method": "ωB97M-V/def2-TZVPD",
  "e_lumo_ev": 0.828,
  "orbital_gap_ev": 8.79,
  "smiles": "NNSN",
  "elements": ["S", "N", "N", "N", "H", "H", "H", "H", "H"],
  "positions_angstrom": [[0.51058, 0.80555, -0.98530], [1.86280, -0.12328, -1.02324], [-0.45332, 0.67331, 0.82111], [-1.58077, -0.09438, 0.77807], [1.74343, -1.11859, -1.13549], [2.63326, 0.15049, -0.43359], [-2.32257, 0.23055, 0.15655], [-1.33624, -1.05620, 0.56084], [-0.68711, 1.64354, 0.99656]]
}

No. 2
{
  "formula": "C7H8O2S2",
  "method": "ωB97M-V/def2-TZVPD",
  "e_lumo_ev": [-0.913, -0.913],
  "orbital_gap_ev": [7.64, 7.64],
  "elements": ["S", "S", "O", "O", "C", "C", "C", "C", "C", "C", "C", "H", "H", "H", "H", "H", "H", "H", "H"],
  "positions_angstrom": [[0.32504, -1.05726, 2.35691], [1.77164, 0.22082, -1.58980], [2.67152, -0.37698, 2.14532], [-0.60000, -0.73520, -2.56376], [-0.77248, -0.03174, -0.17529], [-2.11409, -0.88822, -0.24342], [-0.92384, 1.50609, -0.22053], [0.08651, -0.39853, 0.96731], [2.77068, -0.48852, 0.95336], [-0.06144, -0.35521, -1.55903], [2.07552, 0.40637, 0.08885], [0.03380, 1.92664, -0.43235], [-1.09955, 1.81095, 0.79307], [-1.94060, -1.99462, -0.35701], [3.15959, -1.48554, 0.56283], [-2.59791, -0.54801, -1.13811], [-1.75049, 1.94617, -0.76872], [1.81196, 1.24279, 0.69475], [-2.84586, -0.70002, 0.48562]]
}

No. 3
{
  "formula": "C6H10ClNO",
  "method": "ωB97M-V/def2-TZVPD",
  "e_lumo_ev": 0.923,
  "orbital_gap_ev": 9.62,
  "smiles": "CN1C[C@@H]2C[C@@]1(Cl)CO2",
  "elements": ["Cl", "O", "N", "C", "C", "C", "C", "C", "C", "H", "H", "H", "H", "H", "H", "H", "H", "H", "H"],
  "positions_angstrom": [[2.84450, -0.16154, 0.07043], [-0.75870, -1.63024, -0.84077], [0.26650, 0.72345, 0.42947], [1.03409, -0.46888, 0.11662], [-1.14548, 0.26162, 0.59379], [-0.92406, -1.25717, 0.54523], [0.50244, -1.44795, 1.18624], [0.53967, -1.14568, -1.26049], [0.59764, 1.86933, -0.43724], [0.42466, -0.17274, -1.95908], [-1.80376, -1.83786, 0.85877], [-1.51009, 0.72069, 1.46806], [1.73327, 1.73582, -0.54426], [-1.70400, 0.54995, -0.33095], [0.66500, 2.78422, 0.15527], [-0.11137, 2.13264, -1.25366], [0.98503, -2.39498, 1.20217], [1.30092, -1.83740, -1.75589], [0.51844, -1.01494, 2.13426]]
}

No. 4
{
  "formula": "CCl2O3S2",
  "method": "ωB97M-V/def2-TZVPD",
  "e_lumo_ev": -0.978,
  "orbital_gap_ev": 8.79,
  "elements": ["Cl", "Cl", "S", "S", "O", "O", "O", "C"],
  "positions_angstrom": [[1.38658, 0.66388, -1.06440], [3.85323, 0.45021, 0.61750], [2.33341, 0.00094, 1.79604], [0.42362, 0.77610, 0.76460], [-1.86151, -0.36618, -1.94443], [-3.15016, -0.72053, -0.04814], [-0.51457, -0.29687, 0.86417], [-2.47060, -0.50755, -0.98535]]
}

No. 5
{
  "formula": "C31H78O21P5V",
  "method": "ωB97M-V/def2-TZVPD",
  "e_lumo_ev": [-1.401, -1.401],
  "orbital_gap_ev": [6.83, 7.47],
  "total_charge": 1,
  "multiplicity": 4,
  "elements": ["V", "P", "P", "P", "P", "P", "O", "O", "O", "O", "O", "O", "O", "O", "O", "O", "O", "O", "O", "O", "O", "O", "O", "O", "O", "O", "O", "C", "C", "C", "C", "C", "C", "C", "C", "C", "C", "C", "C", "C", "C", "C", "C", "C", "C", "C", "C", "C", "C", "C", "C", "C", "C", "C", "C", "C", "C", "C", "H", "H", "H", "H", "H", "H", "H", "H", "H", "H", "H", "H", "H", "H", "H", "H", "H", "H", "H", "H", "H", "H", "H", "H", "H", "H", "H", "H", "H", "H", "H", "H", "H", "H", "H", "H", "H", "H", "H", "H", "H", "H", "H", "H", "H", "H", "H", "H", "H", "H", "H", "H", "H", "H", "H", "H", "H", "H", "H", "H", "H", "H", "H", "H", "H", "H", "H", "H", "H", "H", "H", "H", "H", "H", "H", "H", "H", "H"],
  "positions_angstrom": [[-0.81816, 0.30894, -0.47099], [-2.40322, 0.64383, 2.76635], [1.38071, 0.93853, -3.37387], [2.17251, -0.95937, 1.15178], [-1.59264, -3.24523, -0.98299], [0.87088, 3.44957, 0.01138], [-2.52928, 0.86748, -1.75555], [-3.29682, -0.64841, 3.26983], [0.11384, 4.57621, 0.87361], [-3.32918, 1.93659, 3.11072], [-2.95611, -3.74675, -1.61991], [0.15016, 2.18866, -0.16110], [-1.50480, -1.77962, -0.64728], [2.37611, 3.40029, 0.63403], [2.81791, -0.03116, 2.31065], [-0.36578, -3.72753, -1.90651], [1.79198, -0.25875, -4.39541], [0.42481, 1.88998, -4.31114], [2.04749, -2.43025, 1.83828], [0.78624, 0.40740, -2.16815], [1.11042, 4.12588, -1.44691], [3.29805, -1.07417, -0.02828], [-1.82900, 0.65765, 1.39198], [-1.29669, 0.76773, 3.94830], [2.77548, 1.76551, -3.24010], [0.82871, -0.52194, 0.61806], [-1.60899, -4.21992, 0.35967], [-3.51980, 0.33816, -2.55052], [2.37559, -3.62061, 3.92964], [-0.63192, -4.12410, 1.36617], [3.05107, -3.01460, 2.70511], [1.80729, 1.65415, 3.57479], [-4.16314, -5.27195, -0.23434], [-5.68715, 1.77546, 3.18772], [-0.65542, 1.22881, -6.25436], [-0.27679, -5.12501, -2.19570], [3.18079, 4.56178, 0.70370], [3.38344, 2.39798, -4.40619], [0.02283, 4.61754, -2.23050], [4.32317, 4.45951, -0.24749], [-0.61230, 4.18554, 2.09174], [4.75155, 0.51200, -0.88723], [-4.09328, -3.81741, -0.78909], [-0.61871, 1.04006, 6.25743], [0.35660, 4.97696, -3.65446], [-1.44557, 5.42932, 2.68371], [2.36623, -2.69911, -4.50309], [-3.57947, -1.71245, 2.33520], [-4.49332, 2.13639, 2.33204], [-1.20842, -5.59759, -3.36770], [2.64161, -1.27202, -3.95284], [2.15890, 0.22678, 3.51976], [-1.73984, 0.74497, 5.30752], [4.63045, -0.61408, 0.15926], [4.81554, 2.84536, -4.07601], [-0.71146, -5.39110, 2.21353], [-0.80942, 1.33401, -4.73691], [-4.21877, -2.90369, 3.12644], [5.28150, 1.97911, -3.60635], [-1.65623, 1.97194, -4.48380], [2.29929, -2.61527, -5.58780], [-1.88229, 5.07741, 3.61834], [1.28547, 1.85827, 4.50974], [-5.87718, 2.55947, 3.92074], [3.55179, 4.74330, 1.71241], [0.12847, 3.84181, 2.81369], [-0.13318, 2.01372, 6.19148], [-0.18538, 5.55952, -1.72314], [1.27727, -0.38272, 3.71808], [5.00896, 3.73003, 0.18339], [2.86596, 0.06401, 4.33319], [-2.27753, 5.81785, 2.09635], [-5.64032, 0.77010, 3.60624], [-4.99421, -3.77602, -1.40123], [3.72002, -2.21617, 3.02622], [-0.96309, -6.59996, -3.71865], [-1.29766, 3.36254, 1.88915], [0.33224, 0.85056, -6.51809], [-0.63496, 4.98155, -4.10711], [-1.07803, 0.36432, -4.31780], [-3.44035, -0.74755, -2.60551], [4.81840, 5.38112, -0.55325], [-4.50598, 0.62479, -2.18529], [0.30838, -4.02220, 0.82437], [0.16620, 0.30126, 6.09559], [-0.84805, 6.29842, 2.95893], [-1.72767, -5.50957, 2.58954], [-0.84312, 2.16494, -6.78024], [-0.98387, 1.04469, 7.28444], [3.90150, 1.18752, -0.79142], [0.88467, 5.92062, -3.79141], [-0.68807, -6.28104, 1.58458], [4.87681, 3.71818, -3.42598], [0.76253, -5.23468, -2.50533], [-4.33277, -5.99752, -1.02987], [-2.70620, -1.87593, 1.70371], [5.67851, 1.07942, -0.80437], [1.12716, 1.84091, 2.74373], [2.89630, -3.57956, 4.88634], [3.62145, -3.79194, 2.19667], [-5.12154, -2.55779, 3.62988], [-0.84682, -3.30340, 2.05055], [3.62433, 1.71827, -5.22354], [-5.06929, -5.30447, 0.37058], [3.98434, 4.01231, -1.18200], [-3.30035, -5.54434, 0.37353], [3.21853, -3.29533, -4.17722], [-4.27188, -1.31882, 1.59108], [-4.51313, 3.15416, 1.94236], [2.86621, 3.18854, -4.94987], [-1.42331, 0.58997, -6.69062], [-2.12953, -0.26353, 5.44594], [-0.38245, -5.69479, -1.27250], [2.67460, 2.26344, 3.32055], [1.41846, -3.09610, -4.13944], [1.90960, -4.58841, 3.74444], [0.94482, 4.22525, -4.18079], [2.68681, -1.35445, -2.86690], [5.24640, -1.48676, -0.05787], [4.99724, -0.37292, 1.15696], [2.59780, 5.44934, 0.45779], [-4.58021, -3.66972, 2.44039], [-6.57217, 1.74291, 2.55228], [-1.20438, -5.02321, -4.29408], [-4.14096, -3.09540, 0.02610], [-3.45939, 0.58934, -3.60946], [-0.75772, 3.86292, -2.13351], [-3.56115, -3.33453, 3.88143], [-2.23470, -5.49158, -3.01612], [5.52333, 2.98939, -4.89233], [-4.45471, 1.62924, 1.36797], [1.57881, -2.93057, 4.20729], [4.62479, 0.16882, -1.91400], [0.05087, -5.52837, 2.98041], [3.65758, -0.91064, -4.11193], [-2.49302, 1.52198, 5.43816]]
}

No. 6
{
  "formula": "C3H10N2O",
  "method": "ωB97M-V/def2-TZVPD",
  "e_lumo_ev": 0.143,
  "orbital_gap_ev": 7.28,
  "elements": ["O", "N", "N", "C", "C", "C", "H", "H", "H", "H", "H", "H", "H", "H", "H", "H"],
  "positions_angstrom": [[-1.07028, 0.65637, 1.56018], [0.83059, 1.54157, 0.06644], [-0.13111, -0.89824, -0.38799], [-0.35086, 1.71850, 1.30894], [0.85852, -1.82752, -1.03539], [-1.36178, -1.21184, -0.33221], [-1.91515, -0.50789, 0.06742], [1.13373, -1.04698, -1.80452], [1.64054, -1.94354, -0.27496], [0.27556, -2.74056, -1.42413], [1.74945, 1.67777, 0.66588], [0.51026, 1.88932, 2.09019], [0.39860, 2.21100, -0.60214], [-1.72517, -2.17771, -0.68603], [-0.95443, 2.55993, 0.98739], [0.11153, 0.09983, -0.19908]]
}

Max |F|? In order: 3.2 3.3 3.3 3.3 3.8 5.1 eV Å⁻¹.
Molar mass? In order: 79.1 188.3 147.6 195.0 992.8 90.1 g/mol.
Energy relative to the best compared isomer or geometry (same formula, charge and spin)? In order: 0.5800 1.9140 1.8504 0.3421 4.7853 5.2153 eV.